a.
Computed, not measured: a cluster of 8 separate species, C26H74N6O8 in total, with ωB97M-V/def2-TZVPD.

Atoms and positions in Å:
O1 -0.34068 0.41111 -0.76208
O2 -3.43768 3.22311 -4.02008
O3 -1.78968 0.75111 4.38892
O4 -1.16468 -0.73789 -4.91908
O5 3.32932 -3.25089 0.41092
O6 -2.82068 -3.53389 -0.13408
O7 4.57832 0.03211 4.19592
O8 -4.46868 4.02411 0.95392
N1 -0.41268 -1.92989 -2.57608
N2 6.83132 -2.23189 5.90792
N3 2.45032 -0.72189 -6.08408
N4 1.37332 -0.76389 3.33392
N5 -6.23068 2.94311 -2.06208
N6 1.60432 -1.00089 0.52492
C1 -3.12068 0.84611 4.05192
C2 -4.56568 3.80211 -0.45508
C3 0.45732 0.01611 4.11792
C4 4.59032 0.75111 2.93192
C5 4.69132 -2.88089 0.47592
C6 1.31632 1.20811 -5.28608
C7 -3.11268 4.60811 1.21992
C8 -1.94468 -3.74089 -2.96108
C9 6.04932 -0.08689 6.77892
C10 1.36932 -0.42889 -5.26508
C11 -1.73468 -2.54489 -2.11008
C12 1.99432 0.29911 0.12992
C13 5.63732 -0.73489 4.38892
C14 -5.94068 3.06311 -0.70308
C15 5.72632 -1.28689 5.82092
C16 0.70632 1.17311 -0.10108
C17 -2.78868 -3.98589 1.19592
C18 1.01432 1.45311 4.19592
C19 -2.36568 -1.15089 -5.55508
C20 -0.92968 0.09511 3.45192
C21 0.01632 -0.95989 -5.78108
C22 -6.08668 1.68911 0.03892
C23 2.66532 0.36911 -1.23408
C24 -1.57668 0.98011 -1.15608
C25 -1.62768 -2.92489 -0.56708
C26 -2.68868 2.16811 -4.43908
H1 -1.94868 -4.48889 1.21892
H2 -7.14068 1.30211 0.15992
H3 5.78132 1.00911 2.77592
H4 0.30232 1.56011 0.73992
H5 -2.20768 1.49511 -0.35808
H6 -2.18568 -2.26389 -5.60108
H7 0.30032 2.24511 4.81392
H8 -2.37268 3.84411 1.48992
H9 -3.06168 1.34911 -3.91808
H10 5.27232 0.57811 6.60492
H11 0.74132 1.34711 -4.53808
H12 -1.63768 2.35411 -4.19508
H13 2.79432 1.55111 -1.47808
H14 -5.46968 1.05011 -0.44708
H15 -1.49968 -4.69289 -2.49008
H16 2.11832 -0.75889 -7.15708
H17 1.64932 -0.93389 1.48392
H18 5.29632 -3.81789 0.10692
H19 2.02732 1.13511 4.73292
H20 1.23532 1.89511 3.21092
H21 1.38332 -1.58989 3.73092
H22 -5.30168 2.58011 -2.42408
H23 3.54132 -0.06489 -1.24408
H24 6.53332 -3.28689 5.72092
H25 -2.80368 -3.28389 1.99992
H26 3.80332 1.56011 2.92692
H27 2.29632 -0.48489 3.65792
H28 4.83332 -2.17589 -0.21308
H29 2.66732 -1.71489 -5.81508
H30 -1.37268 1.86711 -1.78908
H31 -0.74268 0.60911 2.48592
H32 0.06932 -2.17789 -6.05208
H33 -2.96668 -4.13889 -2.86008
H34 -0.40468 -0.57289 -6.68108
H35 -5.74668 1.57611 0.95592
H36 5.43832 -1.60689 3.69192
H37 -0.80068 -3.43289 -0.37308
H38 -3.59968 -4.64189 1.38992
H39 1.08532 1.50711 -6.39208
H40 -2.33168 0.33111 -1.71908
H41 -3.64168 1.46511 4.77092
H42 -3.42168 -0.09489 3.91392
H43 -6.63168 3.68711 -0.07008
H44 2.10332 -0.07689 -2.11508
H45 -0.16968 -1.35389 -1.89308
H46 -1.66468 -3.72889 -3.92808
H47 -3.72668 3.17711 -0.79808
H48 6.61032 -0.29589 4.07292
H49 -3.22768 -0.90089 -5.04808
H50 4.78832 -1.71989 6.03992
H51 -1.31968 -0.92189 3.43592
H52 4.86532 -2.53889 1.53792
H53 6.88132 -2.24389 6.84992
H54 0.92232 2.04911 -0.55908
H55 -6.29368 3.85111 -2.67508
H56 7.14932 0.23511 6.63492
H57 6.01132 -0.23889 7.88592
H58 -3.20868 4.09211 -4.29208
H59 -1.60768 -1.90289 -0.13808
H60 0.32332 -0.45489 5.01592
H61 -3.24168 1.32411 3.04392
H62 -2.69568 2.04011 -5.70708
H63 2.18832 1.71511 -4.85108
H64 2.54832 0.84211 0.90292
H65 0.79032 -1.40689 0.29992
H66 -4.31668 4.84011 -0.97808
H67 -2.54868 -0.60889 -6.53008
H68 -3.02368 5.17711 1.97892
H69 -2.68268 4.89311 0.33292
H70 -2.65468 -2.07489 -2.35608
H71 -0.75568 -1.54489 -3.38708
H72 3.04132 -2.40289 0.34992
H73 4.43832 0.24411 2.06792
H74 1.34432 -0.74789 -4.30508

Calculated values
- Kohn-Sham gap: 0.3382 hartree
- Structure (SMILES): COC[C@H](C)N.COC[C@H](C)N.COC[C@H](C)N.COC[C@H](C)N.COC[C@H](C)N.COC[C@H](C)N.CO.CO
- E_LUMO: 0.01401 hartree


b.
Computed, not measured: a cluster of 8 separate species, C26H74N6O8 in total, with ωB97M-V/def2-TZVPD.

Atoms and positions in Å:
O1 3.54280 3.91609 -3.11185
O2 -3.85349 4.45488 0.85390
O3 1.62725 0.87020 4.21778
O4 -1.87195 -4.62845 4.02406
O5 -2.29355 -0.42991 -2.13783
O6 -0.51397 1.70764 -5.57807
O7 1.24705 0.36128 0.01023
O8 6.50419 -4.39857 2.00106
N1 -1.05364 3.15190 -0.22525
N2 -1.39531 2.38009 5.56328
N3 6.03028 -1.38811 0.04435
N4 -4.11028 -1.96613 2.95049
N5 -3.10069 2.76527 -6.03837
N6 -1.08573 -3.74563 -3.36528
C1 6.27448 -2.14870 1.27372
C2 -1.85803 3.29346 -6.71691
C3 5.38561 -1.60563 2.37891
C4 -1.45062 -5.12443 5.27074
C5 -0.65187 3.10221 -5.81751
C6 -2.59685 0.22680 -3.33284
C7 2.33328 0.95088 3.02429
C8 -2.83992 -3.62399 4.13598
C9 -1.54296 -1.63634 -2.23226
C10 2.11022 -0.33684 -0.84265
C11 0.72401 1.36185 -5.00970
C12 -3.79801 5.86367 1.04216
C13 -1.91933 -2.50075 2.07686
C14 6.08736 -5.72943 1.92397
C15 -1.69824 0.89498 0.63870
C16 0.32499 1.44075 4.11872
C17 -0.55479 1.87026 0.34786
C18 -2.09135 4.73590 -7.13623
C19 -3.43175 -3.14100 -2.87506
C20 -2.05052 -2.64097 -3.24240
C21 3.44095 3.86095 -1.70735
C22 -0.62478 0.01207 5.98920
C23 0.41811 1.29036 -0.65622
C24 -0.27377 1.42825 5.50395
C25 5.96835 -3.60526 0.97527
C26 -3.15351 -3.06688 2.76675
H1 -2.12458 2.11946 4.90773
H2 -0.73307 -4.44165 5.74224
H3 -1.53877 -2.04558 -1.21980
H4 -0.50305 -1.36790 -2.47594
H5 -4.70209 6.22991 1.53602
H6 -3.80350 -3.92932 -3.53082
H7 -2.51719 -2.78256 4.77112
H8 3.05446 3.17445 -3.47889
H9 -4.14823 -2.32130 -2.95361
H10 -0.78759 3.63364 -4.86711
H11 3.86779 4.75262 -1.24894
H12 -3.77342 -3.98242 4.60584
H13 -0.27128 0.85764 3.40031
H14 -1.90391 4.83012 -8.20975
H15 -0.37477 -0.12536 7.03782
H16 0.71790 1.50466 -3.91869
H17 4.37780 -1.39295 2.01291
H18 -1.80389 2.36660 6.48904
H19 -1.40937 5.44570 -6.66769
H20 -0.11938 0.77620 -1.46910
H21 -0.41926 -3.57621 -4.10626
H22 -4.34302 -1.52542 2.07119
H23 0.99783 2.10038 -1.11517
H24 -3.12664 5.01873 -6.96857
H25 7.31130 -2.05281 1.61834
H26 3.35631 0.62561 3.23940
H27 -1.21337 3.81460 0.52207
H28 2.40733 3.86358 -1.33163
H29 -2.24544 -1.98556 1.16707
H30 2.78472 -0.91763 -0.21731
H31 -2.99317 1.21171 -3.07983
H32 1.54519 -0.98022 -1.52892
H33 5.35942 -2.26112 3.24497
H34 0.24535 3.46231 -6.33906
H35 -1.63479 -0.27364 5.69904
H36 0.02420 -0.69810 5.45485
H37 0.42799 2.47027 3.75302
H38 -1.71763 0.37231 -3.97214
H39 3.93678 2.98249 -1.28014
H40 -2.08513 -2.08063 -4.18504
H41 -3.35586 -0.28236 -3.94024
H42 2.36340 1.95445 2.57833
H43 5.77719 -0.62426 2.67118
H44 6.41384 -3.88545 0.00676
H45 -1.27145 -3.28782 1.68799
H46 -1.76969 2.57954 -7.53687
H47 -2.81315 1.98514 -5.45504
H48 -2.11612 1.03726 1.64126
H49 -2.94024 6.07397 1.67460
H50 -3.60430 -3.83212 2.12188
H51 -0.97184 -6.08670 5.10250
H52 -4.68205 4.24150 0.41707
H53 2.00229 0.26968 2.23200
H54 2.71642 0.34909 -1.45342
H55 4.88192 -3.73682 0.87977
H56 6.49663 -6.26883 2.77469
H57 1.54855 1.95823 -5.41993
H58 -3.46274 3.47868 -5.41256
H59 -3.42238 -3.50731 -1.84632
H60 -1.37182 -1.80279 2.70694
H61 -1.55999 -4.60819 -3.59837
H62 6.44110 -6.22371 1.00712
H63 4.99092 -5.79976 1.93029
H64 -4.97141 -2.27461 3.38381
H65 -0.03532 2.10203 1.27696
H66 0.94275 0.31568 -5.22172
H67 -1.34666 -0.13034 0.54734
H68 6.63897 -1.70300 -0.70029
H69 -2.29532 -5.25698 5.95642
H70 -1.96270 2.97179 -0.63352
H71 0.48378 1.86620 6.15808
H72 -3.68120 6.39082 0.09099
H73 -2.55805 1.03659 -0.01700
H74 6.16864 -0.39498 0.17423

Calculated values
- Kohn-Sham gap: 0.3519 hartree
- Structure (SMILES): COC[C@H](C)N.COC[C@H](C)N.COC[C@H](C)N.COC[C@H](C)N.COC[C@H](C)N.COC[C@H](C)N.CO.CO
- E_LUMO: 0.01872 hartree


Which one is most stable, and which one is least stable? b is the most stable of them, while a is the least stable.


a.
Computed, not measured: a structure of composition C2H4N4O, with ωB97M-V/def2-TZVPD.

Atoms and positions in Å:
O1 1.81980 -1.00398 -1.52329
N1 -2.04936 0.52301 0.38891
N2 0.07970 -0.03475 1.17331
N3 -0.30961 0.07737 -1.13828
N4 1.28330 -0.30535 0.45620
C1 -0.75182 0.21440 0.18108
C2 0.90624 -0.32342 -0.95327
H1 1.96561 -1.22441 -0.18366
H2 -2.34053 0.75531 1.32461
H3 -2.57044 0.89513 -0.38753
H4 1.96712 0.42670 0.66190

Calculated values
- Kohn-Sham gap: 0.3659 hartree
- E_LUMO: 0.02684 hartree


b.
Computed, not measured: an isolated molecule of C2H4N4O, with ωB97M-V/def2-TZVPD.

Atoms and positions in Å:
O1 2.07042 -1.37964 -0.61133
N1 -0.20421 -0.72545 -0.55700
N2 1.20975 0.35787 0.71884
N3 -2.13886 0.58039 0.01992
N4 0.01115 0.99973 0.90559
C1 1.04695 -0.63852 -0.16711
C2 -0.78858 0.30749 0.12629
H1 -2.51440 0.41726 -0.90307
H2 1.99347 0.65551 1.27545
H3 -2.39513 1.48317 0.39646
H4 1.70945 -2.05780 -1.20405

Calculated values
- Kohn-Sham gap: 0.3410 hartree
- Structure (SMILES): Nc1n[nH]c(O)n1
- E_LUMO: 0.02785 hartree


Which one is most stable, and which one is least stable? b is the most stable of them, while a is the least stable.


a.
Computed, not measured: an isolated molecule of C20H26N2O2, with ωB97M-V/def2-TZVPD.

Atoms and positions in Å:
O1 -0.91764 -1.89573 0.02694
O2 2.17351 2.53032 -1.38751
N1 3.84089 2.09325 1.77710
N2 -2.32407 0.48260 2.49551
C1 4.91405 2.47693 0.86367
C2 -2.02142 -0.05253 -1.92956
C3 3.59411 0.82653 -0.60392
C4 -1.54435 -1.65320 4.05745
C5 3.85361 -0.09820 0.54847
C6 -1.17304 -0.51852 0.43108
C7 2.59358 2.47410 1.10853
C8 3.72943 0.60963 1.96587
C9 1.02963 0.78109 -0.13259
C10 -1.50694 -0.47711 1.94529
C11 2.29874 1.62445 -0.25787
C12 -1.03459 -1.53167 2.79124
C13 -3.63017 -0.78150 -0.66091
C14 -2.38165 0.04806 -0.44281
C15 1.02834 3.34916 -1.42685
C16 4.78202 1.81796 -0.49929
C17 -2.63778 0.44474 3.77073
C18 -3.05720 -1.32107 -1.96965
C19 0.04662 0.25017 0.12467
C20 -2.31270 -0.67672 4.55307
H1 3.05690 -0.94318 0.62858
H2 5.02615 3.56954 0.69576
H3 -4.45496 -0.05952 -0.79944
H4 -2.65508 -0.71669 5.59253
H5 -2.60819 -2.26996 -1.93414
H6 -0.48388 -2.32735 2.47826
H7 1.02664 3.89868 -2.43015
H8 4.86420 2.43060 -1.36748
H9 -1.21573 -2.42066 4.80520
H10 5.71635 1.25797 -0.61999
H11 -1.05491 -1.90368 -0.96822
H12 1.00644 3.96896 -0.52468
H13 4.45291 0.17372 2.64259
H14 -2.42747 0.78490 -2.55491
H15 5.91217 2.30043 1.33058
H16 -1.01557 -0.27983 -2.24106
H17 -3.94590 -1.33898 -2.64995
H18 2.72528 3.56058 0.96172
H19 2.75861 0.29810 2.49224
H20 3.53472 0.19256 -1.54313
H21 -3.92907 -1.57809 0.12696
H22 1.72208 2.41814 1.67933
H23 4.82948 -0.57729 0.60893
H24 0.02901 2.84461 -1.22071
H25 -3.20604 1.26763 4.27101
H26 -2.54828 1.10492 -0.14964

Calculated values
- Kohn-Sham gap: 0.3338 hartree
- Structure (SMILES): CO[C@]1(C#C[C@@](O)(c2ccccn2)C2CCC2)CN2CCC1CC2
- E_LUMO: 0.02903 hartree


b.
Computed, not measured: an isolated molecule of C20H26N2O2, with ωB97M-V/def2-TZVPD.

Atoms and positions in Å:
O1 -4.69464 -2.04525 -0.50627
O2 -0.94990 -0.81308 2.37624
N1 -2.91518 3.14673 -0.17712
N2 1.48162 -1.42787 0.92564
C1 -4.91000 0.23801 -0.96682
C2 3.83602 1.32665 0.07304
C3 4.65428 1.82262 -1.11411
C4 2.05561 -1.76060 -1.44946
C5 2.23762 -0.25828 -1.19875
C6 -4.15701 -0.80329 -0.37526
C7 -3.27883 1.85275 -0.22744
C8 -4.00523 -3.13613 0.05565
C9 -0.96171 2.50702 1.03128
C10 -2.97902 -0.52025 0.27191
C11 0.38963 -0.60451 0.41636
C12 3.30946 -0.09864 -0.10837
C13 -1.28724 1.17155 0.98274
C14 0.90640 0.31750 -0.70455
C15 1.79848 -2.42912 -0.08123
C16 -2.50582 0.80584 0.35163
C17 2.67141 -0.63747 1.19394
C18 -4.48442 1.52819 -0.88943
C19 -1.80834 3.45441 0.43813
C20 -0.32395 0.15348 1.55589
H1 -0.05336 2.83565 1.51667
H2 -5.05105 2.33663 -1.32359
H3 2.39752 0.18975 1.85020
H4 -1.32234 -0.37244 3.14702
H5 4.46820 1.33961 0.96488
H6 -2.40838 -1.29473 0.75438
H7 -3.01556 -3.26001 -0.39541
H8 2.54418 0.24104 -2.12047
H9 -5.82772 -0.02809 -1.46729
H10 4.16192 -0.73014 -0.38399
H11 5.47178 1.13721 -1.32721
H12 5.07600 2.80153 -0.89748
H13 0.42912 0.69755 2.14719
H14 0.18378 0.36776 -1.52083
H15 2.67984 -2.97417 0.26169
H16 1.05464 1.33305 -0.33699
H17 -4.61292 -4.01297 -0.16223
H18 1.21283 -1.91684 -2.12557
H19 3.00644 2.01427 0.25005
H20 -3.89591 -3.02889 1.13909
H21 -1.55641 4.50691 0.46737
H22 3.37368 -1.27069 1.74190
H23 -0.34834 -1.30082 0.01095
H24 4.03868 1.91121 -2.00556
H25 0.96798 -3.13693 -0.13532
H26 2.94615 -2.17571 -1.92307

Calculated values
- Kohn-Sham gap: 0.3179 hartree
- Structure (SMILES): CC[C@H]1CN2CC[C@H]1C[C@@H]2[C@H](O)c1ccnc2ccc(OC)cc12
- E_LUMO: 0.01510 hartree


Which one is most stable, and which one is least stable? b is the most stable of them, while a is the least stable.